Record 1
C22H23CrN4OS4Se | ωB97M-V with the def2-TZVPD basis set

Energy above the lowest of the compared OMol25 structures with the same formula, charge and spin: 0.000 eV
Multiplicity: 2

Last column: natural (NBO) charge in e.
Atoms and positions in Å:
Cr 0.059 0.841 0.393  0.665
O 2.491 -1.262 6.279  -0.565
C 1.951 -0.940 5.257  0.200
S 1.853 -1.982 3.818  0.321
C 0.972 -0.850 2.819  -0.419
C 0.679 0.348 3.351  -0.414
S -0.203 1.584 2.477  -0.005
S 1.196 0.644 4.995  0.344
S 0.513 -1.265 1.190  -0.162
C 1.835 -1.792 -3.619  -0.242
C 1.534 -0.874 -2.412  -0.260
N 0.102 -0.814 -2.162  -0.419
C -0.418 -2.143 -1.863  -0.269
C -0.193 -3.091 -3.064  -0.241
N 0.512 -2.298 -4.133  -0.331
C -0.353 -1.143 -4.565  -0.241
C -0.592 -0.260 -3.317  -0.257
H 2.427 -2.668 -3.360  0.224
H 2.311 -1.271 -4.449  0.222
H 1.899 0.132 -2.599  0.243
H 2.033 -1.240 -1.515  0.252
H -1.478 -2.048 -1.628  0.250
H 0.088 -2.534 -0.983  0.250
H -1.115 -3.462 -3.508  0.222
H 0.454 -3.934 -2.826  0.222
H 0.680 -2.901 -4.934  0.433
H -1.268 -1.574 -4.968  0.223
H 0.182 -0.631 -5.363  0.222
H -1.655 -0.195 -3.096  0.257
H -0.233 0.752 -3.499  0.234
C 0.474 5.413 -0.926  -0.228
C 1.680 5.158 -0.261  -0.186
C 2.124 3.870 -0.071  -0.243
C 1.379 2.794 -0.578  0.197
C 0.208 3.055 -1.281  -0.322
C -0.263 4.363 -1.426  -0.169
N 1.690 1.445 -0.285  -0.673
C 3.042 1.051 -0.363  0.135
C 3.840 1.485 -1.425  -0.228
C 5.157 1.065 -1.535  -0.222
C 5.702 0.205 -0.590  -0.248
C 4.917 -0.209 0.478  -0.183
C 3.602 0.217 0.601  -0.243
H 0.127 6.431 -1.047  0.216
H 2.260 5.983 0.133  0.215
H 3.029 3.671 0.489  0.226
H -0.332 2.244 -1.753  0.218
H -1.195 4.529 -1.952  0.232
H 3.423 2.164 -2.160  0.211
H 5.762 1.419 -2.360  0.210
H 6.731 -0.119 -0.673  0.213
H 5.333 -0.856 1.240  0.217
H 3.004 -0.083 1.448  0.239
Se -2.375 0.460 -0.126  -0.111
C -2.650 1.497 -1.638  0.029
N -2.823 2.100 -2.609  -0.464

Record 2
C22H23F10N5OSn | ωB97M-V with the def2-TZVPD basis set

Energy above the lowest of the compared OMol25 structures with the same formula, charge and spin: 0.000 eV
Multiplicity: 1

Last column: natural (NBO) charge in e.
Atoms and positions in Å:
Sn -0.095 -0.260 -0.153  1.367
C 3.156 -0.592 -0.706  -0.411
N 2.337 0.184 0.219  -0.502
C 2.568 1.611 -0.011  -0.231
C 1.371 2.502 0.307  -0.228
N 0.181 1.976 -0.331  -0.812
C -0.819 2.831 -0.604  0.073
C -1.779 2.474 -1.577  0.288
F -1.584 1.303 -2.231  -0.307
C -2.871 3.249 -1.897  0.276
F -3.761 2.817 -2.807  -0.298
C -3.052 4.489 -1.288  0.229
F -4.124 5.249 -1.570  -0.295
C -2.105 4.912 -0.366  0.270
F -2.237 6.106 0.227  -0.293
C -1.034 4.105 -0.026  0.299
F -0.218 4.574 0.947  -0.322
C 2.644 -0.221 1.589  -0.225
C 1.575 0.207 2.583  -0.229
N 0.287 -0.251 2.102  -0.805
C -0.751 -0.276 2.951  0.059
C -1.838 -1.136 2.683  0.311
F -1.725 -1.986 1.629  -0.322
C -2.984 -1.191 3.444  0.265
F -3.978 -2.025 3.086  -0.304
C -3.111 -0.404 4.586  0.229
F -4.229 -0.439 5.334  -0.294
C -2.043 0.417 4.930  0.273
F -2.126 1.180 6.029  -0.292
C -0.908 0.479 4.139  0.301
F 0.062 1.333 4.536  -0.320
H 4.223 -0.397 -0.555  0.188
H 2.970 -1.656 -0.565  0.209
H 2.891 -0.340 -1.732  0.211
H 3.434 1.962 0.564  0.192
H 2.781 1.734 -1.073  0.208
H 1.232 2.619 1.384  0.187
H 1.601 3.492 -0.103  0.205
H 2.685 -1.312 1.604  0.206
H 3.625 0.168 1.893  0.189
H 1.804 -0.272 3.544  0.201
H 1.620 1.287 2.742  0.187
C -2.601 -2.544 -1.737  -0.401
N -3.724 -2.060 -0.973  -0.452
C -4.562 -3.124 -0.454  -0.408
C -3.620 -0.843 -0.374  0.833
O -2.540 -0.232 -0.290  -0.756
N -4.747 -0.276 0.110  -0.433
C -6.063 -0.542 -0.424  -0.408
C -4.643 0.942 0.881  -0.409
H -2.981 -3.182 -2.533  0.200
H -1.905 -3.114 -1.112  0.193
H -2.073 -1.699 -2.177  0.231
H -3.924 -3.964 -0.165  0.204
H -5.262 -3.471 -1.219  0.195
H -5.105 -2.801 0.429  0.223
H -5.996 -1.194 -1.292  0.218
H -6.510 0.402 -0.743  0.205
H -6.714 -0.996 0.328  0.198
H -3.633 1.025 1.274  0.237
H -5.357 0.916 1.704  0.202
H -4.846 1.815 0.257  0.195

Record 3
C22H23FeN7OS | ωB97M-V with the def2-TZVPD basis set

Electronic energy: -80879.8225 eV
Multiplicity: 2
Charge: +1

Last column: natural (NBO) charge in e.
Atoms and positions in Å:
Fe 0.284 0.945 -1.169  0.808
N 3.657 3.502 -2.584  -0.782
C 2.601 2.938 -1.909  0.303
S 2.851 1.187 -1.555  0.361
N 1.550 3.585 -1.617  -0.337
N 0.493 2.829 -1.152  -0.273
C -0.493 3.535 -0.473  -0.007
C -1.540 2.765 -0.043  0.097
C -2.677 3.254 0.654  -0.202
C -3.656 2.379 1.004  -0.162
C -3.526 0.996 0.653  -0.239
C -2.422 0.569 -0.009  0.034
N -1.404 1.409 -0.360  -0.458
H 4.573 3.099 -2.511  0.412
H 3.592 4.480 -2.809  0.421
H -0.443 4.598 -0.315  0.224
H -2.750 4.305 0.891  0.233
H -4.528 2.727 1.540  0.234
H -4.297 0.283 0.903  0.235
H -2.297 -0.472 -0.283  0.208
N -1.437 1.533 7.104  -0.259
C -0.899 1.468 6.093  0.255
C -0.232 1.380 4.830  -0.156
C -0.066 2.526 4.052  -0.142
C 0.570 2.436 2.831  -0.193
C 1.040 1.202 2.376  -0.056
C 0.877 0.059 3.161  -0.198
C 0.245 0.148 4.385  -0.143
C 1.667 1.140 1.098  0.028
C 2.255 1.138 0.038  -0.292
H -0.431 3.477 4.412  0.239
H 0.708 3.318 2.222  0.231
H 1.254 -0.892 2.817  0.223
H 0.119 -0.730 5.002  0.239
C 0.365 -2.223 0.603  -0.408
N 0.259 -2.866 -0.694  -0.425
C 0.385 -4.320 -0.691  -0.207
C -0.283 -4.897 -1.918  -0.420
C 0.314 -4.232 -3.136  -0.207
N 0.213 -2.782 -3.015  -0.413
C 0.228 -2.035 -4.263  -0.408
C 0.222 -2.144 -1.836  0.818
O 0.180 -0.876 -1.822  -0.791
H -0.398 -2.619 1.274  0.209
H 0.223 -1.153 0.508  0.227
H 1.347 -2.409 1.043  0.199
H -0.081 -4.690 0.222  0.218
H 1.443 -4.603 -0.655  0.197
H -1.356 -4.698 -1.878  0.218
H -0.140 -5.976 -1.960  0.240
H -0.215 -4.524 -4.043  0.220
H 1.362 -4.523 -3.262  0.198
H -0.605 -2.354 -4.889  0.208
H 1.159 -2.220 -4.802  0.203
H 0.138 -0.974 -4.064  0.240

Record 4
C22H23N2O | ωB97M-V with the def2-TZVPD basis set

Energy above the lowest of the compared OMol25 structures with the same formula, charge and spin: 3.219 eV
Multiplicity: 1
Charge: +1

Last column: natural (NBO) charge in e.
Atoms and positions in Å:
C -0.047 -4.514 -4.611  -0.264
O 0.255 -4.465 -3.201  -0.461
C 0.163 -3.303 -2.509  0.411
C 0.539 -3.356 -1.144  -0.258
C 0.589 -2.203 -0.391  -0.134
C 0.220 -0.947 -0.941  -0.116
C 0.380 0.288 -0.215  0.261
C -0.302 1.521 -0.561  -0.185
C 0.452 2.612 -0.020  0.099
C 0.196 3.926 -0.387  -0.218
C -0.904 4.186 -1.217  -0.120
C -1.700 3.129 -1.690  -0.225
C -1.397 1.795 -1.384  -0.121
C 1.566 2.065 0.729  -0.013
C 1.510 0.628 0.637  -0.080
C 2.569 -0.114 1.162  -0.146
C 3.603 0.555 1.834  -0.208
C 3.663 1.959 1.877  -0.128
C 2.650 2.723 1.283  -0.196
C -0.179 -0.927 -2.305  -0.125
C -0.233 -2.070 -3.082  -0.305
H 0.111 -5.563 -4.859  0.224
H -1.088 -4.229 -4.811  0.193
H 0.637 -3.882 -5.193  0.194
H 0.819 -4.323 -0.733  0.252
H 0.917 -2.264 0.646  0.219
H 0.871 4.713 -0.048  0.232
H -1.133 5.214 -1.508  0.238
H -2.554 3.352 -2.331  0.238
H -2.005 0.979 -1.767  0.228
H 2.584 -1.197 1.051  0.224
H 4.398 -0.023 2.310  0.236
H 4.507 2.457 2.355  0.238
H 2.692 3.812 1.226  0.231
H -0.416 0.024 -2.779  0.233
H -0.544 -2.014 -4.128  0.243
C -1.197 -0.222 4.140  -0.422
N -1.700 0.184 2.834  -0.288
C -3.085 0.631 2.871  -0.421
N -1.529 -0.835 1.898  -0.651
H -1.230 0.669 4.774  0.215
H -1.802 -1.020 4.605  0.182
H -0.163 -0.573 4.043  0.194
H -3.105 1.520 3.510  0.214
H -3.418 0.892 1.861  0.195
H -3.771 -0.127 3.291  0.183
H -1.834 -0.519 0.979  0.358
H -0.560 -1.143 1.897  0.351